The following is a quantum chemistry calculation of a cluster of 2 separate species, C10H22NOP in total at a distorted geometry, from the Open Molecules 2025 dataset.

Structure (XYZ):
```
35
Properties=species:S:1:pos:R:3:forces:R:3
C 3.0954 -1.7803 3.0675 -0.19 2.27 -1.35
C 3.1534 -1.0279 1.9323 -1.09 -0.73 0.82
C 2.8975 2.5005 -0.4176 -0.81 -0.89 -1.12
C -2.2264 1.7675 0.0706 2.73 1.29 0.04
C -2.4143 0.7165 -2.3228 3.65 -0.21 -1.23
C -0.4924 -1.5514 1.0723 -1.44 -0.09 -0.97
C -2.1033 -2.3740 -0.8043 1.84 0.66 1.68
C 1.6635 1.5971 -0.3032 3.50 0.54 -0.74
C -1.5354 1.1234 -1.1632 0.43 -0.17 1.58
C -1.5109 -1.1336 0.0249 -0.67 0.11 0.67
N -0.8053 -0.0249 -0.6465 1.27 -1.50 -1.74
O 1.7568 0.5840 -1.1353 -0.78 -0.04 0.11
P 0.6109 -0.4992 -1.5829 -1.27 -0.49 0.09
H 4.0089 -1.9531 3.6018 0.39 -0.37 0.06
H 2.1925 -1.9383 3.6498 -0.13 -0.36 -0.52
H 4.0970 -0.7051 1.5312 0.43 -0.18 -0.05
H 2.6996 2.9714 -1.4410 0.48 0.58 1.56
H 3.0189 3.1429 0.4954 0.07 -0.30 -1.37
H 3.8089 1.8784 -0.6935 -0.96 0.59 1.00
H -3.2238 1.4200 0.2539 -0.68 0.34 0.01
H -1.5427 1.3522 0.9214 -1.40 1.40 -1.06
H -2.0488 2.9298 -0.1040 -1.09 -2.34 0.99
H -3.1415 0.0728 -1.9389 -1.23 -1.17 0.27
H -1.6772 0.1768 -3.0977 -2.03 1.17 1.41
H -2.8543 1.5859 -2.7152 -0.77 0.97 -1.02
H -1.0665 -2.0323 1.7960 -0.36 -1.64 1.50
H 0.2232 -2.1394 0.5586 1.03 -0.81 0.17
H -0.0854 -0.6904 1.5335 0.65 0.84 0.29
H -2.4767 -3.2230 -0.2174 -0.43 0.76 0.44
H -1.3048 -2.8690 -1.3029 1.04 -0.12 -0.81
H -2.7802 -2.0553 -1.5315 -1.30 0.39 -1.00
H 2.2953 -0.6596 1.3102 0.61 -0.61 1.00
H 0.8425 1.7091 0.3178 -1.45 0.19 1.03
H -0.7101 1.8350 -1.3268 -0.44 -0.05 -1.05
H -2.3642 -0.7069 0.6076 0.44 -0.02 -0.69
```
Forces are in eV/Å.

Gap between HOMO and LUMO (alpha / beta) (eV): 6.98 / 7.91
Charge: 0
Energy (hartree): -865.38208
2S+1: 1
HOMO level (alpha / beta) (Ha): -0.2552 / -0.2584

Mulliken analysis output, partial charges in e:
1 C -0.576
2 C -0.119
3 C -1.047
4 C -1.212
5 C -1.450
6 C -1.632
7 C -1.512
8 C -0.207
9 C 0.303
10 C 0.243
11 N 0.262
12 O -0.277
13 P -0.259
14 H 0.268
15 H 0.261
16 H 0.248
17 H 0.237
18 H 0.320
19 H 0.277
20 H 0.376
21 H 0.258
22 H 0.310
23 H 0.318
24 H 0.204
25 H 0.510
26 H 0.598
27 H 0.422
28 H 0.321
29 H 0.381
30 H 0.384
31 H 0.355
32 H -0.094
33 H 0.793
34 H 0.458
35 H 0.279

=====

The following is a quantum chemistry calculation of a structure of composition C27H39BaN2O5 at a distorted geometry, from the Open Molecules 2025 dataset.

Structure (XYZ):
```
74
Properties=species:S:1:pos:R:3:forces:R:3
O -3.8054 -3.9401 0.6322 -1.28 -1.89 0.33
C -3.8129 -5.2336 1.3007 0.54 0.13 0.04
C -5.2533 -5.5324 0.9145 0.36 0.43 -0.15
H -3.6796 -5.1342 2.3855 0.26 0.03 -0.16
H -3.0488 -5.8857 0.8634 -0.07 0.00 0.25
C -5.2162 -4.0993 0.3442 -0.79 -0.32 -0.27
H -5.9387 -5.6210 1.7585 0.00 -0.41 -0.26
H -5.3351 -6.3043 0.1469 -0.30 -0.02 0.29
C -6.0513 -3.1631 1.1815 -0.32 0.29 0.07
H -5.7305 -3.2356 2.2262 -0.05 0.08 -0.13
H -7.1117 -3.4541 1.1346 0.22 0.07 -0.11
H -5.9360 -2.1210 0.8721 -0.07 -0.18 0.06
C -5.4995 -4.0620 -1.1427 -0.02 0.22 -0.04
H -4.7529 -4.6624 -1.6717 -0.06 0.12 0.02
H -5.4869 -3.0373 -1.5280 0.03 -0.15 -0.04
H -6.4823 -4.5057 -1.3354 0.05 0.16 0.01
Ba 0.8268 0.1843 0.2715 0.24 1.81 -1.33
C 1.3175 0.5621 -2.7879 -0.14 -0.89 -0.18
C 2.5291 -0.0621 -2.3798 -0.47 -0.43 -0.15
C 2.2416 -1.4213 -2.0498 -0.33 0.32 -0.13
H 3.5294 0.3836 -2.4287 -0.61 -0.19 0.20
C 0.8444 -1.6353 -2.2684 -0.01 0.13 0.08
C 0.2704 -0.4083 -2.7296 0.95 -0.01 0.17
H -0.7471 -0.2451 -3.0907 0.28 -0.10 0.32
H 1.2107 1.5807 -3.1527 0.02 -0.43 0.29
H 2.9789 -2.1803 -1.7735 -0.31 0.25 -0.05
H 0.3146 -2.5923 -2.1848 0.28 0.39 0.02
C -0.2668 3.3168 0.5287 -0.52 -0.62 -0.29
C -0.7733 2.8235 -0.7110 -0.35 0.08 0.52
C -1.7558 1.8363 -0.4325 0.38 0.31 0.62
H -0.5082 3.1915 -1.7021 -0.01 -0.25 0.45
C -1.8501 1.7091 0.9941 0.31 -0.17 -0.23
C -0.9040 2.6006 1.5769 -0.12 0.05 -0.13
H -0.7600 2.7597 2.6524 -0.08 -0.04 -0.48
H 0.4192 4.1533 0.6464 0.02 -0.37 -0.02
H -2.3702 1.3392 -1.1841 0.19 0.08 0.25
H -2.5682 1.0983 1.5452 0.28 0.22 -0.08
O -3.7013 -1.5214 1.6197 1.47 -0.73 -0.72
C -3.2766 -1.2804 0.2556 -0.12 1.24 -0.15
C -2.1346 -2.2145 -0.1489 -0.04 -0.14 0.06
H -2.9197 -0.2292 0.2224 -0.45 -0.78 -0.28
H -4.1261 -1.4075 -0.4410 0.12 0.16 0.51
C -1.6559 -2.8216 1.1862 -0.19 0.21 -0.09
H -1.3620 -1.6789 -0.7116 -0.08 -0.01 0.17
H -2.5283 -3.0073 -0.7934 0.42 0.30 0.08
C -2.6099 -2.2419 2.2438 -0.21 0.85 0.46
H -0.6138 -2.5795 1.4188 -0.03 -0.02 0.02
H -1.7702 -3.9038 1.1756 0.50 0.14 -0.08
H -2.0611 -1.5091 2.8667 -0.25 -0.36 0.03
H -3.0521 -3.0272 2.8748 0.19 0.32 -0.04
C 5.9218 2.0343 -1.5120 0.09 -0.14 -0.12
C 5.8743 2.6183 -0.1126 0.01 0.33 0.42
C 4.5964 3.4389 0.2061 -0.39 -0.05 -0.05
C 4.7189 4.1580 1.5801 -0.08 0.31 -0.27
C 5.1892 3.2671 2.7118 -0.06 -0.23 0.17
C 4.4244 4.5573 -0.8311 0.27 0.36 -0.18
O 5.2342 5.4735 -0.9433 -0.43 -0.63 0.06
N 3.3095 4.5083 -1.6281 0.53 0.48 -0.06
C 2.3511 3.4917 -1.6875 -0.79 -0.75 -0.24
O 1.5069 3.5374 -2.5931 1.37 0.47 1.10
N 2.4151 2.5308 -0.7211 0.05 0.18 -0.13
C 3.3704 2.4935 0.2070 -0.53 -0.71 0.34
O 3.2696 1.6126 1.1195 0.27 0.56 -0.77
H 5.0989 1.3307 -1.6818 0.14 0.22 0.01
H 6.8599 1.4809 -1.6310 -0.13 0.06 -0.10
H 5.8938 2.8184 -2.2781 -0.05 -0.15 0.08
H 5.9468 1.8071 0.6272 -0.10 0.27 -0.18
H 6.7359 3.2863 0.0473 -0.21 -0.14 -0.06
H 5.4174 5.0029 1.4611 -0.29 -0.25 -0.10
H 3.7302 4.5869 1.8199 0.29 -0.13 -0.05
H 6.2615 3.0585 2.6344 -0.13 -0.01 0.04
H 5.0088 3.7709 3.6638 0.07 -0.07 0.04
H 4.6301 2.3267 2.6827 0.20 0.18 0.20
H 3.2087 5.2288 -2.3322 0.11 -0.05 0.11
```
Forces are in eV/Å.

Gap between HOMO and LUMO (eV): 6.03
Charge: -1
Energy (hartree): -1563.51282
2S+1: 1
HOMO level (Ha): -0.1506

Mulliken analysis output, partial charges in e:
1 O 0.094
2 C -0.628
3 C -0.823
4 H 0.262
5 H 0.368
6 C 1.364
7 H 0.318
8 H 0.329
9 C -1.670
10 H 0.367
11 H 0.457
12 H 0.273
13 C -1.797
14 H 0.389
15 H 0.309
16 H 0.446
17 Ba 1.228
18 C -0.507
19 C 0.288
20 C -1.160
21 H 0.317
22 C -0.502
23 C -0.540
24 H 0.346
25 H 0.399
26 H 0.338
27 H 0.392
28 C 0.239
29 C -0.441
30 C -0.407
31 H 0.342
32 C -0.315
33 C -1.385
34 H 0.327
35 H 0.407
36 H 0.175
37 H 0.424
38 O -0.429
39 C 0.671
40 C 0.565
41 H -0.807
42 H 0.219
43 C -0.355
44 H -0.568
45 H 0.157
46 C -0.486
47 H 0.375
48 H -0.009
49 H 0.359
50 H 0.174
51 C -0.924
52 C -1.154
53 C 2.276
54 C -1.079
55 C -1.294
56 C -0.266
57 O -0.705
58 N 0.067
59 C -0.155
60 O -0.748
61 N 0.194
62 C 0.131
63 O -0.862
64 H -0.031
65 H 0.475
66 H 0.298
67 H 0.408
68 H 0.389
69 H 0.465
70 H 0.368
71 H 0.272
72 H 0.429
73 H 0.255
74 H 0.300

=====

The following is a quantum chemistry calculation of a cluster of 6 separate species, C24H32N4O2 in total at a distorted geometry, from the Open Molecules 2025 dataset.

Structure (XYZ):
```
62
Properties=species:S:1:pos:R:3:forces:R:3
C -6.4403 -14.2520 -17.4883 -0.76 -0.88 1.43
C -7.4018 -14.3128 -18.4895 1.44 0.74 -0.31
C -8.6945 -14.2382 -18.0977 -2.16 -0.76 -0.18
N -9.1172 -14.2933 -16.8458 0.12 0.41 0.18
C -8.1727 -14.3134 -15.9149 -1.19 0.03 1.72
C -6.8244 -14.3225 -16.1256 0.64 0.77 -1.37
H -5.4138 -14.2583 -17.6729 1.50 0.06 -0.67
H -7.2071 -14.2961 -19.5638 0.38 -0.03 0.44
H -9.4977 -14.2240 -18.8320 0.15 0.07 -0.08
H -8.5481 -14.2707 -14.8828 0.12 -0.22 -0.35
H -6.1416 -14.2467 -15.2633 -0.21 -0.20 -0.78
C -2.9245 -10.9456 -18.8641 -0.50 -2.13 -0.50
C -3.3873 -12.0626 -18.1541 0.25 -0.11 -0.03
C -3.4116 -12.0249 -16.7711 0.04 -0.28 -0.31
N -3.0186 -10.9488 -16.1051 -0.11 0.66 -0.31
C -2.6136 -9.8703 -16.7952 0.06 0.01 0.80
C -2.5197 -9.8407 -18.1756 0.02 1.61 -0.12
H -2.8865 -11.1105 -19.9399 0.12 0.73 0.11
H -3.6450 -13.0015 -18.6466 -0.02 0.42 -0.06
H -3.7141 -12.9129 -16.2047 0.09 0.44 -0.03
H -2.3413 -8.9951 -16.1802 -0.13 -0.59 -0.50
H -2.2226 -8.8987 -18.6751 -0.03 -0.79 0.32
C 1.3095 -7.3741 -15.7147 0.33 -2.17 0.37
C 0.2925 -8.0364 -14.9381 2.38 2.38 -1.54
C -0.9200 -7.4379 -14.9162 -1.08 0.62 -0.64
N -1.2301 -6.3153 -15.5927 0.59 0.39 -0.10
C -0.2524 -5.6882 -16.2620 -0.36 -0.20 0.20
C 1.0344 -6.2006 -16.3915 0.82 -0.86 0.52
H 2.3222 -7.8912 -15.8592 -1.51 0.98 0.48
H 0.5324 -8.8026 -14.2761 0.22 -1.57 0.63
H -1.7272 -7.9208 -14.3984 -0.33 0.00 0.40
H -0.4982 -4.7317 -16.7043 -0.20 -0.01 -0.12
H 1.9029 -5.7887 -16.9169 -0.87 0.43 -0.09
C -0.7605 -13.8916 -14.0431 -0.56 -0.87 0.29
C -0.3361 -13.5454 -15.3112 0.12 1.14 -0.44
C -0.9700 -14.0777 -16.4207 -0.01 -1.44 2.09
N -1.8165 -15.0963 -16.3036 -1.03 0.29 -1.06
C -2.2704 -15.4224 -15.1104 -0.18 -0.86 1.24
C -1.7978 -14.8542 -13.9320 1.16 1.20 -0.61
H -0.2786 -13.4418 -13.1737 -0.32 -0.16 -0.17
H 0.4174 -12.7731 -15.4980 -0.22 -0.27 0.37
H -0.7514 -13.7643 -17.3867 0.52 0.49 -1.63
H -3.0220 -16.2407 -15.0034 0.61 0.67 -0.49
H -2.1951 -15.1418 -12.9817 -0.14 -0.12 0.38
C -2.8395 -9.6501 -11.5125 0.61 1.22 -0.02
C -3.3640 -10.2502 -12.7825 1.52 -1.18 0.09
O -2.1816 -10.4926 -13.6387 -2.19 0.31 0.19
H -2.3969 -8.6606 -11.7569 -0.33 -0.39 0.28
H -2.0076 -10.2501 -11.1794 0.24 -0.34 0.25
H -3.5379 -9.5308 -10.6776 -0.13 -0.09 -0.37
H -4.1050 -9.6364 -13.2486 -0.34 0.65 -0.61
H -3.8607 -11.1967 -12.5441 0.08 -0.18 -0.18
H -2.5969 -10.7229 -14.5333 0.75 0.03 0.88
C -5.7433 -7.5785 -16.2251 -1.20 -0.01 1.00
C -5.7276 -8.3887 -17.4974 0.48 -0.25 -0.12
O -6.9445 -8.4491 -18.2074 -1.02 0.14 -0.17
H -6.0648 -6.5674 -16.4486 -0.38 0.17 -0.06
H -4.7822 -7.4322 -15.7625 0.73 -0.33 -0.08
H -6.4004 -7.9928 -15.4130 0.37 0.27 -0.88
H -5.4449 -9.4158 -17.3391 0.66 -0.41 0.38
H -4.9871 -7.9279 -18.1623 -0.16 -0.18 -0.08
H -7.4757 -9.2199 -17.9388 0.52 0.57 0.01
```
Forces are in eV/Å.

Gap between HOMO and LUMO (eV): 10.15
Charge: 0
Energy (hartree): -1303.13715
2S+1: 1
HOMO level (Ha): -0.3541

Mulliken analysis output, partial charges in e:
1 C -0.038
2 C -0.658
3 C -0.114
4 N -0.583
5 C -0.265
6 C -0.406
7 H 0.646
8 H 0.329
9 H 0.365
10 H 0.331
11 H 0.373
12 C -0.580
13 C -0.263
14 C -0.515
15 N -0.126
16 C -0.272
17 C -0.653
18 H 0.410
19 H 0.441
20 H 0.534
21 H 0.213
22 H 0.462
23 C -0.343
24 C -0.580
25 C -0.505
26 N -0.466
27 C -0.410
28 C -0.248
29 H 0.272
30 H 0.600
31 H 0.943
32 H 0.385
33 H 0.353
34 C -0.187
35 C -0.243
36 C -0.330
37 N -0.552
38 C -0.337
39 C -0.352
40 H 0.356
41 H 0.353
42 H 0.524
43 H 0.347
44 H 0.435
45 C -1.187
46 C -0.082
47 O -0.448
48 H 0.240
49 H 0.266
50 H 0.375
51 H 0.233
52 H 0.371
53 H 0.566
54 C -0.998
55 C 0.255
56 O -0.579
57 H 0.330
58 H 0.220
59 H 0.250
60 H 0.020
61 H 0.196
62 H 0.323

=====

The following is a quantum chemistry calculation of a structure of composition C25H20I2N5OSr, from the Open Molecules 2025 dataset.

Structure (XYZ):
```
54
Properties=species:S:1:pos:R:3:forces:R:3
Sr -0.6804 -0.2934 -0.3878 -0.80 -0.12 0.20
C 1.0426 -2.7512 -4.0360 -0.02 0.00 -0.02
C 0.2016 -1.9649 -3.2367 0.10 0.06 0.01
N 0.6403 -1.1490 -2.3019 0.54 -0.06 -0.37
C 1.9945 -1.0397 -2.0801 -0.32 0.07 -0.01
C 2.9103 -1.8040 -2.8362 0.07 -0.09 0.04
C 2.3891 -2.6642 -3.8267 0.06 -0.04 -0.05
C 4.2978 -1.7141 -2.5747 -0.07 -0.03 -0.05
C 4.7216 -0.9058 -1.5635 -0.03 0.12 0.15
C 3.8171 -0.1299 -0.8065 0.19 -0.13 -0.02
C 2.4580 -0.1310 -1.0524 -0.23 0.20 0.10
N 1.4940 0.5986 -0.3711 0.30 0.20 -0.11
C 1.7251 1.8475 0.1783 -0.18 -0.07 -0.10
C 2.8461 2.6446 0.0219 0.16 -0.02 0.09
C 2.9874 3.8933 0.6622 0.08 -0.11 -0.10
C 2.0067 4.4081 1.4527 -0.05 -0.01 0.04
C 0.7849 3.7036 1.5456 -0.05 0.11 0.03
C -0.3298 4.2418 2.2251 0.07 0.08 0.04
C -1.5415 3.6190 2.1778 -0.10 0.02 -0.06
C -1.6411 2.4345 1.4383 0.21 -0.06 0.05
N -0.6133 1.8545 0.8496 0.27 0.55 0.27
C 0.6223 2.4632 0.8941 -0.19 -0.25 -0.15
H 0.6219 -3.4005 -4.7914 0.01 0.02 0.01
H -0.8746 -2.0145 -3.3811 0.01 -0.01 0.02
H 3.0790 -3.2555 -4.4181 -0.01 0.01 0.01
H 4.9935 -2.2952 -3.1658 -0.02 0.00 0.00
H 5.7775 -0.8482 -1.3296 -0.02 0.01 0.02
H 4.2000 0.4657 0.0092 0.03 -0.03 -0.03
H 3.6538 2.3022 -0.6067 0.00 0.06 0.02
H 3.9087 4.4450 0.5217 0.00 -0.03 -0.02
H 2.1233 5.3539 1.9652 -0.02 -0.01 -0.01
H -0.2104 5.1766 2.7610 0.01 -0.01 -0.02
H -2.4139 4.0276 2.6685 0.01 -0.01 -0.01
H -2.6038 1.9442 1.3321 0.00 -0.04 0.03
I -3.8438 -0.9924 1.4876 0.03 -0.15 -0.13
C -4.5243 0.0215 3.2300 -0.02 -0.03 0.01
I -3.0060 0.6271 4.5488 0.14 0.07 0.09
H -5.1483 -0.6969 3.7441 -0.08 0.03 -0.02
H -5.0887 0.8827 2.9005 -0.02 0.02 0.00
N -0.3369 -7.5839 -2.1200 -0.06 0.03 0.02
C -1.4152 -6.7729 -2.0282 0.04 0.05 0.01
O -2.5143 -7.0729 -2.4379 -0.03 -0.02 -0.02
C -1.2053 -5.4172 -1.3790 0.04 -0.18 -0.06
C -0.0660 -5.0421 -0.6858 0.08 -0.02 0.04
C 0.0054 -3.7701 -0.1452 -0.06 0.10 -0.04
N -0.9829 -2.8802 -0.2569 -0.18 -0.31 -0.01
C -2.0894 -3.2628 -0.9106 0.10 -0.01 0.10
C -2.2463 -4.5066 -1.4844 -0.01 0.02 0.00
H -0.4651 -8.4859 -2.5475 0.00 0.00 0.00
H 0.5837 -7.3159 -1.8300 0.01 0.00 -0.01
H 0.7713 -5.7103 -0.5393 -0.01 0.00 0.00
H 0.8948 -3.4493 0.3837 0.00 0.02 0.02
H -2.8972 -2.5374 -0.9757 0.02 0.01 -0.03
H -3.1505 -4.7889 -2.0054 0.00 0.00 0.01
```
Forces are in eV/Å.

Gap between HOMO and LUMO (eV): 6.21
Charge: +1
Energy (hartree): -1939.72873
2S+1: 1
HOMO level (Ha): -0.3395

Mulliken analysis output, partial charges in e:
1 Sr 2.013
2 C -0.812
3 C -0.468
4 N -0.528
5 C -0.115
6 C 1.425
7 C -0.592
8 C -0.972
9 C -0.897
10 C -0.484
11 C 0.085
12 N -0.414
13 C 0.019
14 C -0.703
15 C -0.940
16 C -0.938
17 C 1.111
18 C -0.463
19 C -0.947
20 C -0.233
21 N -0.541
22 C 0.475
23 H 0.460
24 H 0.526
25 H 0.451
26 H 0.400
27 H 0.387
28 H 0.806
29 H 0.727
30 H 0.377
31 H 0.384
32 H 0.431
33 H 0.430
34 H 0.487
35 I 0.111
36 C -0.877
37 I 0.126
38 H 0.446
39 H 0.374
40 N -0.312
41 C 0.257
42 O -0.595
43 C 0.965
44 C -0.490
45 C -0.911
46 N -0.141
47 C -0.362
48 C -0.720
49 H 0.243
50 H 0.153
51 H 0.357
52 H 0.425
53 H 0.533
54 H 0.471

=====

> What is the charge in the first record?

0

=====

> The highest energy belongs to which entry?

C10H22NOP

=====

> Among the records above, which one has the highest energy?

C10H22NOP